ORCA calculation (wB97M-V/def2-TZVPD) on a 11-piece molecular cluster, C35H99N7O14 overall.

As for the HOMO energy: -8.9 eV. Its structure (SMILES) is COC[C@H](C)N.COC[C@H](C)N.COC[C@H](C)N.COC[C@H](C)N.COC[C@H](C)N.COC[C@H](C)N.COC[C@H](C)N.OCCO.OCCO.OCCO.CO. For the relative energy (zero: lowest compared OMol25 entry of this formula, charge and spin), the calculation gives 7.868 eV. The total energy comes out at -2829.06766 hartree. The total charge is 0.

XYZ file:
```
155
Properties=species:S:1:pos:R:3:forces:R:3
C 0.071080 2.990107 7.085593 -1.0384 0.1033 -1.1382
O -0.862320 2.239517 6.322233 -0.3539 -0.0700 1.2919
C -0.888540 0.858007 6.723233 -0.8291 0.5978 0.0785
C -1.317630 0.389207 8.172123 -1.4940 0.8687 -1.5012
C -1.211490 -1.160653 8.178663 1.3450 1.3278 -0.3685
N -2.772420 0.755937 8.361993 1.2400 -0.6011 -0.7341
H 1.018610 2.465337 6.963503 0.4323 0.3852 0.6908
H -0.316480 3.139837 8.093303 0.5676 -0.2203 0.3113
H 0.066610 3.965527 6.599133 0.4631 0.0641 0.1120
H -1.683120 0.564177 6.037373 0.4008 -1.1713 -0.0387
H 0.127650 0.508997 6.539763 -0.0412 -0.6928 -0.2389
H -0.736360 0.975487 8.883813 0.5273 -0.6862 0.3415
H -0.246220 -1.474463 7.781333 0.4573 0.2255 0.2143
H -1.858140 -1.541333 7.388073 -0.7408 -0.1997 0.7785
H -1.233890 -1.555473 9.194403 -0.7569 -0.2835 -0.2692
H -2.884210 1.755707 8.272243 -0.1592 0.0516 0.2869
H -3.118470 0.404027 9.243193 -0.0168 0.2823 0.1096
C -3.451180 -3.795853 -5.520857 0.4621 -0.4679 0.2375
O -2.618470 -3.740343 -6.682927 -0.0475 0.8065 -0.7689
C -3.212750 -4.108903 -7.977587 0.2192 -1.2165 0.7662
C -2.497740 -3.677433 -9.256937 2.5443 1.4937 0.0671
C -3.141870 -3.938373 -10.544967 -3.1226 0.3107 -1.0576
N -1.126340 -4.178293 -9.448377 0.7818 -0.2116 2.0989
H -4.386640 -3.241023 -5.592717 -0.0293 -0.0840 -0.2803
H -2.923440 -3.458673 -4.628727 0.5669 1.0674 -0.5197
H -3.599710 -4.793853 -5.108487 -0.6531 -0.7182 -0.9749
H -3.087720 -5.191683 -7.985577 -0.8721 -0.4292 -0.0647
H -4.248840 -3.775363 -8.035527 -0.1388 -0.1436 0.1568
H -2.333410 -2.602313 -9.184857 -0.2135 0.3365 0.1524
H -3.994460 -3.273373 -10.682667 -0.5556 -0.0145 0.3072
H -3.569100 -4.940503 -10.581357 0.2844 -0.2462 -0.3356
H -2.613160 -3.663983 -11.457807 0.8663 -0.5121 0.4449
H -0.859020 -4.458653 -8.515617 0.8845 0.1459 0.2862
H -0.937930 -5.013903 -9.983497 -0.9409 -0.1059 -0.4902
C -6.278650 7.761587 0.647693 -1.3785 -1.1615 -0.3444
O -5.638930 6.520177 0.359583 0.5773 -0.5893 -0.3589
C -6.419070 5.388907 -0.085907 -0.0541 0.6819 -2.1659
C -5.560790 4.303807 -0.842437 -1.1721 1.2146 1.1020
C -6.393980 3.386357 -1.831897 0.0675 -0.2673 1.3381
N -4.911420 3.561527 0.220663 1.6876 -1.6041 -0.4372
H -7.053710 7.978497 -0.087377 0.0990 0.1023 -0.5475
H -5.592620 8.608237 0.673073 0.2769 -0.4981 0.1429
H -6.874890 7.663517 1.554873 0.3440 0.2249 0.5433
H -7.047100 4.980927 0.706073 0.2673 -0.2731 0.2352
H -7.084500 5.639637 -0.912017 -0.5399 0.9871 0.2049
H -4.815210 4.778587 -1.480227 -0.0340 0.5337 0.1830
H -7.096860 2.794757 -1.245327 0.2508 -0.3807 0.1908
H -5.696310 2.728187 -2.349757 0.0140 -0.1720 0.2337
H -7.046770 3.776787 -2.612617 0.4157 1.0612 0.0826
H -4.766580 3.963117 1.136003 -1.0601 0.8773 -0.0722
H -3.938060 3.487227 -0.038467 0.2484 -0.7788 -0.2629
C 2.786370 10.231517 4.521413 -0.2620 -2.1876 0.3085
O 3.437150 9.026397 3.995513 0.7817 2.1621 0.1946
C 2.592510 8.007677 3.548033 0.1250 0.6188 0.4091
C 3.453010 6.779617 3.245763 -0.3394 -1.6483 0.3136
C 4.297280 6.776017 2.025103 1.4608 0.7303 -0.4914
N 2.710890 5.535287 3.072123 -0.8522 -0.2071 0.4471
H 3.506720 11.034567 4.677303 -0.0504 -0.2548 -0.4015
H 2.363510 9.930487 5.479883 0.1669 0.1697 0.4958
H 1.883340 10.509897 3.978143 0.3565 0.2964 -0.7369
H 1.864930 7.849467 4.344073 -0.2371 -0.7648 0.2005
H 2.011310 8.391407 2.709543 -0.0583 -0.3520 -0.6113
H 4.137160 6.539787 4.059733 -0.1286 0.6852 0.4829
H 5.075540 7.531097 2.135853 -0.2944 0.5643 -0.7213
H 3.697200 6.803617 1.115573 0.1320 0.5875 -0.1424
H 4.884870 5.861117 1.948933 -0.3063 -0.2613 0.2984
H 2.146040 5.605627 2.237793 -0.2581 -0.1636 -0.1163
H 2.097920 5.345287 3.852013 -0.2439 -0.0085 0.0794
C 4.979960 1.299927 -0.648457 -0.4827 -0.6687 0.3019
O 4.845150 0.525567 -1.807897 -1.2362 1.2221 -1.3642
C 5.964830 -0.097423 -2.389237 -0.1977 -0.6902 1.0104
C 7.253670 0.721047 -2.612977 -1.5461 1.2643 -1.2798
C 6.911060 2.003527 -3.545527 -0.0362 -0.9900 1.4084
N 8.161960 -0.141593 -3.311697 1.2647 -0.7862 -0.1521
H 4.939960 2.372277 -0.839657 0.7218 0.1032 -0.1241
H 5.820220 0.935777 -0.057287 0.2390 0.4955 0.1443
H 4.076840 1.112797 -0.067547 -0.0471 -0.1157 0.2164
H 5.998700 -0.961403 -1.725527 1.6644 -0.4151 0.2196
H 5.640930 -0.593123 -3.304357 -0.0476 0.6756 -0.4416
H 7.746450 1.002477 -1.682347 -0.6232 0.6060 0.3175
H 6.726000 1.774987 -4.595107 0.3050 -0.5660 0.0929
H 7.692880 2.761067 -3.490667 0.0361 -0.0735 0.0662
H 5.972670 2.437077 -3.199767 0.0872 0.1818 0.2253
H 9.074180 0.288937 -3.260697 0.2915 0.6831 -0.7531
H 8.397830 -0.888043 -2.673527 -0.5159 -0.9114 0.1014
C -2.759960 -4.923683 1.458133 0.1718 1.2656 1.7456
O -2.842740 -5.037863 2.910243 -0.7966 -1.1036 -0.8190
C -1.764030 -4.615503 3.701193 1.7994 -0.6564 -2.2771
C -0.390840 -5.349323 3.282573 -1.0971 0.8008 0.0927
C -0.489960 -6.799803 3.211013 -1.8696 -2.6061 1.8042
N 0.618250 -5.036513 4.293553 0.1950 0.6220 -0.9057
H -3.796990 -4.966673 1.125253 0.2668 -0.3069 -0.1713
H -2.077390 -5.599083 0.942333 -0.2189 -0.5064 0.3134
H -2.375270 -3.922883 1.261873 -0.0351 0.2927 -0.3105
H -1.598340 -3.565743 3.458993 0.1564 0.4671 0.4810
H -2.010520 -4.761043 4.752933 0.1017 -0.1400 -0.1594
H -0.068700 -5.105093 2.270313 -0.1360 1.1732 -0.1124
H -1.436020 -7.176483 2.822193 0.1314 0.1326 -0.6906
H -0.620430 -7.087753 4.254163 0.1164 -0.4335 0.4519
H 0.342580 -7.419263 2.877483 0.1834 0.5706 -0.5029
H 1.111820 -4.287003 3.830153 0.6180 0.5082 0.6605
H 1.255120 -5.818613 4.240523 0.4227 -0.0415 0.3903
C 4.603800 -5.382493 -7.048147 0.4518 -0.0012 0.8084
O 4.274410 -5.584393 -5.662657 -1.0459 -0.9803 -0.2408
C 2.909120 -6.037003 -5.468797 -0.3329 -0.0107 1.4738
C 2.668190 -6.339003 -3.911737 -0.0853 1.2381 0.5911
C 1.211390 -6.626283 -3.464367 0.3791 -1.5184 -2.8938
N 3.102780 -5.192023 -3.145957 0.6856 -0.3646 0.1090
H 4.526880 -4.323763 -7.295687 -0.6209 -0.0216 -0.2534
H 4.038340 -6.060983 -7.686907 -0.1635 0.2990 -0.1287
H 5.662080 -5.601533 -7.190227 0.0449 -0.2717 0.2338
H 2.221770 -5.239533 -5.751097 -0.1255 0.2423 -0.0855
H 2.632430 -6.917873 -6.048107 0.4571 -0.1986 -0.3099
H 3.362480 -7.120453 -3.602857 -0.2387 -0.4825 -0.2560
H 0.525610 -6.048953 -4.084427 -0.1074 0.5873 0.3385
H 0.862730 -6.690643 -2.433647 0.8425 0.3289 -0.0026
H 1.099060 -7.600013 -3.941167 -0.7200 -0.5850 0.4298
H 2.401990 -4.467043 -3.204207 0.3402 0.4392 -0.2436
H 3.968990 -4.990353 -3.624607 0.2238 1.3294 0.4354
O 1.683120 2.168017 -4.016607 -0.4709 0.0087 1.1022
C 1.578950 1.483917 -5.220197 1.2950 -0.7081 -1.4582
C 1.300090 -0.043683 -5.059657 -0.0425 1.1107 0.1299
O 1.332980 -0.760163 -6.261877 -0.6973 0.0985 -1.3207
H 2.218550 1.622907 -3.435427 0.2385 0.0978 0.2619
H 0.874880 2.029717 -5.848287 -0.5347 -0.4672 0.1585
H 2.521470 1.619597 -5.750607 0.3153 -0.2910 -0.3104
H 0.313050 -0.031483 -4.597367 0.0079 -0.7138 0.3864
H 2.078620 -0.595323 -4.532697 -0.0486 0.8574 1.3472
H 0.585650 -1.362713 -6.257037 -0.0020 -0.0436 -0.2592
O -7.917440 0.014897 5.697733 -0.6802 -0.4784 -0.7564
C -6.775050 -0.685153 5.218153 1.3996 1.3739 0.7744
C -5.966260 0.198707 4.239183 0.1876 -0.9948 0.5770
O -6.732700 0.556127 3.100943 -0.3390 0.0968 0.3603
H -8.009350 0.792797 5.142733 -0.3504 -0.0157 -0.2234
H -6.247800 -0.762943 6.168973 1.0425 -0.2477 -0.3035
H -6.808020 -1.715163 4.863053 -1.2970 0.0628 -0.3908
H -5.096410 -0.361873 3.896833 0.2329 -0.1636 0.1910
H -5.605070 1.064907 4.793563 -0.0840 0.2995 -0.0413
H -6.201190 1.179207 2.600073 -0.0760 0.0920 -0.2382
O 0.645080 -0.929223 -0.276037 0.2228 -1.3730 -0.1268
C -0.374820 -0.017503 0.018023 1.6513 2.0681 -0.5430
C -0.314220 0.471867 1.483313 -2.3899 -2.1840 -0.5574
O -0.716690 1.801887 1.537833 0.5515 1.1535 0.2077
H 1.462140 -0.554913 -0.613547 -0.2375 0.4389 0.0956
H -0.230170 0.918857 -0.520867 0.3184 0.2628 -0.3733
H -1.291940 -0.359383 -0.461677 -0.3552 -0.4940 1.0829
H 0.597560 0.243947 2.035403 0.3540 0.0500 -0.5593
H -1.135420 -0.071643 1.950563 0.1669 -0.5775 0.7146
H -0.610010 2.003557 2.470323 -0.2820 0.6638 0.0811
C 4.568770 -0.203903 5.243643 -1.6297 -0.4400 -1.4801
O 5.127580 0.883897 4.554523 0.7882 0.4497 0.1265
H 5.073200 -1.128093 4.961633 0.8503 0.2584 0.9255
H 4.303720 -0.004003 6.281853 0.6678 -0.3295 0.1936
H 3.634900 -0.424863 4.726773 -0.7463 0.0029 0.2524
H 4.477100 1.589797 4.540583 0.0600 0.0762 -0.0411
```
Forces are in eV/Å.